8
Properties=species:S:1:pos:R:3:mulliken_charge:R:1 method="wB97M-V/def2-TZVPD" de_lowest_kcal_mol=12.4 total_charge=0 spin_multiplicity=1 max_force_ev_per_a=2.14 orbital_gap_ev=9.69 total_energy_ev=-14917.06720
H -1.411 -0.699 1.192 0.2256
N -0.443 -0.603 1.273 -0.8025
N 0.947 0.482 -0.827 -0.3243
H 0.592 0.343 0.080 0.4801
H -0.214 -0.026 2.084 0.2679
S 0.050 1.271 -3.279 -0.4006
H -0.037 -1.545 1.364 0.2469
C 0.514 0.777 -1.887 0.3070

=====

8
Properties=species:S:1:pos:R:3:mulliken_charge:R:1 method="wB97M-V/def2-TZVPD" de_lowest_kcal_mol=153.5 total_charge=+1 spin_multiplicity=1 max_force_ev_per_a=5.44 orbital_gap_ev=10.66 total_energy_ev=-5558.22707
H 1.880 1.089 -0.825 0.3309
C -0.155 -0.067 -0.029 0.4423
N 1.701 0.142 -0.337 -0.3799
H 1.979 -0.135 0.638 0.3146
H -1.179 -1.145 1.405 0.3084
H -1.885 0.723 -0.982 0.2905
N -1.018 -0.973 0.424 -0.2375
N -1.323 0.366 -0.292 -0.0692

=====

8
Properties=species:S:1:pos:R:3:mulliken_charge:R:1 method="wB97M-V/def2-TZVPD" de_lowest_kcal_mol=223.5 total_charge=+1 spin_multiplicity=1 max_force_ev_per_a=3.43 orbital_gap_ev="6.58 / 11.97" total_energy_ev=-5555.19365
N -0.711 -0.994 -0.804 -0.2382
H 1.260 1.093 0.457 0.3375
N 0.893 0.780 -0.396 -0.0878
H 0.825 1.409 -1.127 0.3221
H 1.388 -0.025 -0.715 0.3882
C -0.544 -1.005 0.424 0.3519
H -2.670 -1.566 2.244 0.1262
N -0.442 0.307 -0.082 -0.1999

=====

8
Properties=species:S:1:pos:R:3:mulliken_charge:R:1 method="wB97M-V/def2-TZVPD" de_lowest_kcal_mol=90.9 total_charge=+1 spin_multiplicity=1 max_force_ev_per_a=3.59 orbital_gap_ev=8.27 total_energy_ev=-5560.94133
N 1.589 -0.171 0.117 -0.3738
C 0.729 0.647 0.505 0.1034
N -0.520 0.649 -0.046 -0.0221
H 1.479 -1.070 -0.549 0.3254
H -1.198 -1.095 0.218 0.2989
N -1.253 -0.269 -0.380 0.0034
H -1.835 -0.045 -1.142 0.3116
H 1.009 1.352 1.278 0.3533